Density functional theory data (ωB97M-V/def2-TZVPD) for 2 unconnected molecules or ions with the total composition C4H8N2O in a non-equilibrium geometry.

Results
charge	0
E_HOMO	-0.368	Eh
LUMO energy	0.634	eV
ΔE to the lowest compared entry with this formula, charge and spin	74.2	kcal/mol
SMILES string	N#CCN1CC1.O
HOMO-LUMO gap	0.391	hartree
electronic energy	-341.88546	Eh

Cartesian coordinates (Å):
C 0.628 -2.396 0.314
C 0.051 -1.104 0.801
C -0.445 -0.613 -1.595
C -0.142 0.660 -0.843
H -0.209 3.412 1.025
H -0.054 2.203 1.925
H -0.520 -1.392 1.688
H 0.909 -0.450 1.066
H -1.299 -0.590 -2.321
H 0.406 -1.228 -1.844
H 0.950 0.858 -0.633
H -0.724 1.554 -1.112
N 0.958 -3.467 0.007
N -0.815 -0.483 -0.197
O 0.308 3.038 1.719

***

Density functional theory data (ωB97M-V/def2-TZVPD) for a gas-phase ion, C5H12N2 (charge +1) in a non-equilibrium geometry.

Results
charge	+1
2S+1	2
E_HOMO (spin up / spin down)	-0.573 / -0.572	Eh
LUMO energy (spin up / spin down)	-4.234 / -7.773	eV
ΔE to the lowest compared entry with this formula, charge and spin	40.7	kcal/mol
HOMO-LUMO gap (spin up / spin down)	0.417 / 0.286	hartree
electronic energy	-306.88633	Eh

Cartesian coordinates (Å):
C -1.774 -1.272 -0.216
C -1.216 -0.540 -1.447
C -0.841 0.929 -1.115
C -0.394 1.314 0.323
N 0.989 0.874 0.532
C 1.259 -0.291 1.090
N 2.479 -0.786 0.990
H -2.130 -2.265 -0.471
H -1.111 -1.479 0.624
H -2.628 -0.720 0.189
H -1.921 -0.636 -2.263
H -0.284 -1.025 -1.752
H -1.707 1.570 -1.287
H -0.064 1.226 -1.822
H -0.436 2.392 0.426
H -1.153 0.890 0.978
H 1.717 1.307 -0.030
H 0.453 -0.749 1.656
H 2.414 -1.802 0.846